Record 1
Here is 2 unconnected molecules or ions with the total composition C4H8O2 from the OMol25 dataset. Energies are from ωB97M-V with the def2-TZVPD basis set.

Results
E = -8369.8472 eV
LUMO level = 0.0088 hartree
relative energy (zero: lowest compared OMol25 entry of this formula, charge and spin) = 79.2 kcal per mole
maximum force = 0.626 eV/Å
orbital gap = 0.3501 hartree

```
14
Properties=species:S:1:pos:R:3:nbo_charge:R:1
C 2.097 0.067 -0.186 -0.2581
O 1.096 -0.840 0.241 -0.5084
C -0.191 -0.395 0.329 0.1700
C -1.180 -1.291 0.395 -0.3835
C -0.374 1.065 0.607 0.3658
O -1.353 1.739 0.388 -0.5000
H 2.849 -0.531 -0.703 0.2029
H 1.716 0.826 -0.883 0.1800
H 2.562 0.566 0.672 0.1780
H -1.973 0.537 -1.452 0.0053
H -2.223 -1.007 0.397 0.2231
H -0.939 -2.346 0.454 0.2147
H -2.656 0.259 -1.464 -0.0089
H 0.501 1.499 1.131 0.1192
```

Record 2
Here is a molecular structure, C32H30ClN3O5SZr from the OMol25 dataset. Energies are from ωB97M-V with the def2-TZVPD basis set.

Results
E = -73005.8043 eV
total charge = +2
LUMO level = -0.2570 hartree
relative energy (zero: lowest compared OMol25 entry of this formula, charge and spin) = 0.0 kcal per mole
maximum force = 1.055 eV/Å
orbital gap = 0.2668 hartree

```
73
Properties=species:S:1:pos:R:3:mulliken_charge:R:1
Zr 0.014 -0.692 -0.599 0.6092
C 2.052 3.716 2.894 -1.5151
C 2.781 2.617 3.681 2.0236
C 4.073 2.238 2.944 -1.6139
C 3.146 3.158 5.062 -2.2044
C 1.883 1.380 3.767 -0.1816
C 1.538 0.775 4.989 -0.3631
C 0.757 -0.364 5.059 -1.1740
C 0.296 -0.906 3.865 0.7248
S -0.637 -2.347 3.601 -0.3329
C -0.615 -2.089 1.935 0.5086
N 0.035 -0.989 1.551 0.5110
C 0.606 -0.313 2.650 -1.1316
C 1.405 0.817 2.593 -0.1856
C -1.098 -3.034 0.915 0.8057
C -1.777 -4.195 1.255 -0.9063
C -2.051 -5.135 0.271 -0.8474
C -1.640 -4.913 -1.036 -0.8557
C -0.982 -3.736 -1.376 0.1666
C -0.702 -2.768 -0.414 0.5807
H 2.647 4.630 2.887 0.5111
H 1.082 3.951 3.340 0.3164
H 1.897 3.428 1.849 0.2893
H 4.717 3.114 2.851 0.4587
H 3.876 1.863 1.936 0.2927
H 4.626 1.469 3.486 0.3828
H 3.769 4.045 4.946 0.4315
H 3.720 2.433 5.643 0.4541
H 2.267 3.447 5.642 0.4471
H 1.901 1.202 5.913 0.5781
H 0.523 -0.813 6.015 0.4459
H 1.690 1.245 1.639 0.5086
H -2.075 -4.390 2.279 0.4970
H -2.569 -6.049 0.530 0.4305
H -1.834 -5.661 -1.794 0.4707
H -0.693 -3.585 -2.410 0.4914
O 4.341 -1.015 -4.594 -0.4929
C 3.176 -1.274 -5.174 0.4295
O 3.084 -1.633 -6.309 -0.5044
C 1.917 -1.018 -4.378 -0.3049
C 0.624 -1.128 -4.921 0.5655
Cl 0.154 -1.632 -6.446 -0.0402
N -0.278 -0.806 -3.975 0.3476
N 0.350 -0.547 -2.808 -0.5136
C 1.677 -0.650 -3.068 0.0337
C 2.602 -0.409 -1.914 0.9776
O 3.784 -0.316 -2.007 -0.6694
O 1.931 -0.330 -0.730 -0.5288
C -1.719 -0.645 -4.063 0.5286
C -2.515 -1.047 -3.002 0.2339
C -3.890 -0.912 -3.080 -1.3070
C -4.467 -0.367 -4.221 -0.6576
C -3.658 0.073 -5.258 -0.8447
C -2.278 -0.057 -5.183 -0.6332
H 4.237 -0.683 -3.682 0.4024
H -2.092 -1.434 -2.080 0.7785
H -4.511 -1.246 -2.259 0.5528
H -5.542 -0.273 -4.294 0.4401
H -4.095 0.525 -6.138 0.4188
H -1.660 0.311 -5.989 0.5553
C -1.460 2.430 1.243 -0.0054
C -2.894 1.918 1.077 -0.9565
C -2.783 0.686 0.191 -0.2480
O -1.448 0.821 -0.483 -0.2690
C -0.843 2.132 -0.097 -0.4661
H -0.934 1.904 2.039 -0.1205
H -1.419 3.497 1.454 0.5904
H -3.514 2.667 0.585 0.3383
H -3.356 1.673 2.031 0.3828
H -3.524 0.640 -0.600 0.3191
H -2.760 -0.256 0.737 0.2994
H -1.108 2.848 -0.871 0.5188
H 0.244 2.007 -0.091 0.2251
```

Record 3
Here is C8H9F5N2S in the gas phase from the OMol25 dataset. Energies are from ωB97M-V with the def2-TZVPD basis set.

Results
E = -35839.8018 eV
LUMO level = 0.0244 hartree
relative energy (zero: lowest compared OMol25 entry of this formula, charge and spin) = 20.4 kcal per mole
maximum force = 3.661 eV/Å
orbital gap = 0.3187 hartree

```
25
Properties=species:S:1:pos:R:3:nbo_charge:R:1
C 0.595 0.050 1.377 0.0498
C 1.329 0.954 0.551 -0.2223
C -0.339 2.356 -0.737 -0.4365
C 0.964 2.065 -0.064 -0.2301
C -1.434 1.854 0.330 -0.3436
C -2.063 0.697 0.285 0.7288
C -0.646 -1.945 1.887 -0.4085
C 3.802 0.049 -0.039 0.8180
N 0.202 -1.553 -0.354 -0.6789
N 0.215 -1.107 0.989 -0.2045
F -2.874 0.190 1.226 -0.3115
F -2.156 -0.056 -0.911 -0.3436
F 5.121 -0.180 0.151 -0.3192
F 3.676 0.769 -1.178 -0.3332
F 3.205 -1.096 -0.224 -0.3239
S 3.027 0.893 1.311 0.2294
H -0.503 3.465 -0.822 0.2294
H -0.522 1.872 -1.721 0.2429
H 1.770 2.721 -0.330 0.2190
H -1.665 2.438 1.199 0.2364
H -0.463 -1.556 2.820 0.2297
H -1.719 -1.762 1.571 0.2155
H -0.571 -3.075 1.798 0.2057
H 0.313 -2.592 -0.590 0.3789
H 0.943 -1.041 -0.801 0.3721
```

Record 4
Here is a molecular structure, C27H21N7O4S2V from the OMol25 dataset. Energies are from ωB97M-V with the def2-TZVPD basis set.

Results
E = -94319.5171 eV
total charge = -1
<S²> = 2.04
LUMO level (alpha / beta) = 0.0746 / 0.0743 hartree
maximum force = 4.343 eV/Å
orbital gap (alpha / beta) = 0.1924 / 0.1937 hartree
multiplicity = 3

```
62
Properties=species:S:1:pos:R:3:mulliken_spin:R:1
V -0.348 -0.594 -0.222 2.0448
O -4.472 -2.734 1.721 0.0002
C -4.017 -2.248 2.875 -0.0001
C -4.514 -2.652 4.135 -0.0005
C -4.137 -2.017 5.307 0.0014
C -3.087 -1.111 5.257 -0.0008
C -2.552 -0.726 4.072 0.0045
C -3.005 -1.246 2.885 -0.0090
C -2.380 -0.907 1.548 0.0124
O -1.216 -0.323 1.510 -0.0413
N -3.016 -1.310 0.457 -0.0057
N -2.314 -1.019 -0.718 -0.0360
C -2.709 -1.497 -1.875 0.0752
C -2.182 -1.072 -3.153 0.0011
C -2.983 -1.040 -4.353 0.0112
C -2.605 -0.434 -5.468 -0.0072
C -1.381 0.322 -5.468 0.0165
C -0.539 0.268 -4.359 -0.0081
C -0.880 -0.505 -3.190 0.0136
O -0.003 -0.645 -2.225 0.0026
H -3.950 -2.197 0.840 0.0009
H -5.370 -3.266 4.180 -0.0001
H -4.618 -2.201 6.280 0.0001
H -2.688 -0.670 6.187 0.0001
H -1.822 0.088 4.060 0.0008
H -3.528 -2.193 -1.857 0.0029
H -3.898 -1.628 -4.357 0.0001
H -3.297 -0.405 -6.311 0.0001
H -1.169 0.909 -6.410 0.0009
H 0.443 0.762 -4.369 0.0001
N 3.125 -3.109 -0.759 -0.0009
C 2.208 -2.254 -0.173 0.0125
S 0.509 -2.686 0.082 -0.0241
N 2.623 -1.028 0.076 -0.0205
N 1.623 -0.216 0.468 -0.0648
C 2.107 1.075 0.905 -0.0040
C 3.471 1.475 0.290 -0.0021
C 3.571 1.394 -1.119 -0.0049
C 4.818 1.578 -1.756 0.0007
C 5.937 1.426 -0.916 -0.0002
C 5.842 1.574 0.476 0.0003
C 4.583 1.580 1.059 0.0000
C 0.887 1.924 0.555 0.0232
C 0.649 3.195 0.992 -0.0048
C -0.418 3.928 0.549 0.0032
C -1.157 3.507 -0.500 0.0017
C -0.980 2.167 -0.904 0.0414
N 0.022 1.419 -0.400 -0.0274
H 2.856 -4.062 -0.949 0.0000
H 4.120 -2.825 -0.834 0.0002
H 2.619 1.112 -1.663 0.0080
H 4.852 1.719 -2.830 0.0000
H 6.914 1.313 -1.325 0.0000
H 6.757 1.502 1.098 0.0000
H 4.521 1.519 2.167 -0.0002
H 1.320 3.556 1.745 0.0000
H -0.547 4.922 0.977 0.0004
H -1.834 4.201 -0.995 -0.0001
H -1.591 1.720 -1.720 -0.0081
O 3.926 -0.630 2.745 -0.0082
S 2.800 0.130 3.325 -0.0115
N 2.102 1.163 2.354 0.0093
```